1.
C17H19NO5PS2Si | ωB97M-V/def2-TZVPD

```
46
Properties=species:S:1:pos:R:3:forces:R:3
C 4.853846 -0.064304 0.232557 -0.59 0.05 -0.25
Si 3.280655 -0.138436 -0.794038 0.17 -0.54 -0.40
C 2.821005 -1.962575 -0.975124 -0.36 0.60 0.40
C 3.598348 0.496227 -2.530592 0.16 -0.28 0.56
C 1.778919 0.676207 0.013518 0.76 -0.48 -0.04
C 1.430171 0.400708 1.262848 -0.08 -0.59 -0.41
N 2.141255 -0.493716 2.120453 -0.44 1.29 0.20
C 2.667618 -0.022764 3.111310 0.65 -0.79 -0.39
S 3.637699 0.414573 4.241156 -0.07 0.19 0.52
C 0.205005 1.056718 1.797875 -0.06 -0.01 -0.35
O 0.144225 1.457212 2.921400 -0.01 -0.10 0.96
C -0.898262 1.169062 0.799637 -0.54 0.39 -0.55
C -2.267176 0.916836 1.308657 -0.05 -1.08 0.43
C -2.795784 -0.464391 0.956682 -0.06 -0.06 -0.04
C -2.210057 -1.351816 0.053949 -0.14 -0.32 0.06
C -2.760209 -2.611590 -0.196789 -0.16 0.27 0.14
C -3.917661 -3.023656 0.447395 0.45 0.42 -0.04
C -4.502449 -2.151316 1.362325 0.05 -0.02 -0.18
C -3.957773 -0.896745 1.604823 -0.23 -0.46 -0.04
C -0.563409 1.453306 -0.471965 -0.16 -0.19 0.19
P -1.688783 1.562749 -1.877961 0.47 2.06 -0.95
O -3.195622 1.654694 -1.414645 0.14 -0.97 0.15
O -1.520254 0.146468 -2.620472 0.05 -0.61 0.25
S -1.263713 2.979600 -3.130066 -0.05 -0.27 0.25
C 0.907663 1.631772 -0.728271 -0.50 -0.52 0.44
O 1.400143 2.462824 -1.431577 0.39 0.60 -0.69
H 5.079317 0.964922 0.493796 0.28 0.08 0.11
H 5.651181 -0.506017 -0.359912 0.23 0.13 -0.11
H 4.753366 -0.666330 1.128762 -0.04 0.02 0.26
H 2.010603 -2.057050 -1.693530 0.02 -0.14 -0.29
H 2.414163 -2.313617 -0.029242 0.09 -0.17 0.19
H 3.671007 -2.576880 -1.252097 0.09 -0.12 -0.15
H 4.088575 1.463438 -2.526884 -0.15 0.25 -0.15
H 4.277189 -0.224537 -2.986004 0.12 -0.08 -0.12
H 2.685066 0.505010 -3.115588 -0.11 0.25 -0.11
H -2.941595 1.760964 1.060070 0.25 0.54 -0.02
H -2.203690 0.931770 2.392225 -0.10 0.27 0.19
H -1.300202 -1.106421 -0.467613 0.13 0.18 -0.01
H -2.267733 -3.255468 -0.908935 0.05 -0.13 -0.09
H -4.331249 -3.997181 0.240577 -0.14 -0.12 0.05
H -5.398279 -2.466225 1.876836 -0.11 0.08 0.13
H -4.443187 -0.261581 2.331333 0.04 0.21 0.03
H -3.477661 0.811056 -1.020828 -0.25 0.17 0.17
H -1.092207 0.348687 -3.462143 -0.09 0.00 -0.16
O -2.637586 3.597614 1.395241 0.04 -0.23 -0.05
H -1.862477 3.750201 0.840849 -0.11 0.21 -0.05
```
Forces are in eV/Å.

Properties
HOMO-LUMO gap = 0.175 Eh
LUMO energy = 1.50 eV
HOMO = -3.26 eV
charge = -1


2.
C17H19NOS | ωB97M-V/def2-TZVPD

```
39
Properties=species:S:1:pos:R:3:forces:R:3
C -3.780674 1.311985 3.609647 0.50 0.11 0.02
H -4.568227 2.039656 3.773519 -0.10 0.02 0.00
H -3.886820 0.485747 4.307658 -0.12 -0.08 0.01
H -3.807299 0.956050 2.583277 -0.14 -0.05 -0.04
S -2.211375 2.165094 3.915646 0.06 -0.14 0.07
C -1.050684 0.787179 3.561581 -0.45 0.46 0.23
C -1.157899 0.350536 2.139725 0.04 -0.15 -0.11
C -1.765483 -0.855353 1.808190 0.11 0.08 0.04
C -1.893963 -1.233015 0.485476 0.01 0.04 -0.27
C -1.405403 -0.418359 -0.530432 -0.26 0.02 0.30
C -0.825967 0.804024 -0.204193 -0.05 -0.04 0.01
C -0.705881 1.180584 1.118705 0.01 -0.07 0.04
H -0.267181 2.134773 1.371404 0.03 0.12 0.01
H -0.483889 1.471085 -0.980329 0.07 0.04 -0.06
C -1.600410 -0.857992 -1.941166 -0.15 0.02 -0.02
O -2.634986 -1.370338 -2.323559 -0.11 -0.11 0.08
N -0.571216 -0.646995 -2.806800 0.03 -0.03 -0.59
C 0.722270 -0.148209 -2.546454 0.47 0.14 0.05
C 1.153263 0.951161 -3.283830 -0.04 -0.05 0.05
C 2.399041 1.496799 -3.052338 -0.02 0.00 -0.07
C 3.213008 0.950601 -2.076313 -0.01 -0.01 0.03
C 2.812367 -0.165953 -1.356977 -0.01 0.13 -0.06
C 1.564598 -0.747078 -1.605839 -0.09 0.00 -0.20
C 1.174275 -2.005683 -0.892943 0.05 0.01 -0.01
H 0.299852 -2.461527 -1.348873 0.02 -0.08 0.04
H 0.950396 -1.807322 0.155307 -0.04 -0.05 0.09
H 1.993574 -2.722032 -0.929637 0.03 -0.07 0.03
C 3.724003 -0.752678 -0.322854 -0.02 -0.01 -0.04
H 3.207420 -0.856091 0.630061 0.03 -0.05 0.11
H 4.064155 -1.742752 -0.626177 0.05 -0.09 0.06
H 4.597061 -0.121420 -0.180215 0.06 0.01 0.04
H 4.179483 1.390326 -1.878392 0.11 0.03 0.04
H 2.729928 2.352183 -3.621531 0.02 0.08 -0.05
H 0.495015 1.377231 -4.027138 -0.09 0.06 -0.04
H -0.807263 -0.804998 -3.778824 -0.08 -0.04 0.18
H -2.373221 -2.164280 0.223268 -0.06 -0.08 -0.05
H -2.138491 -1.501736 2.590284 -0.02 -0.05 0.09
H -1.276000 -0.021440 4.257302 0.14 -0.05 -0.04
H -0.067376 1.200238 3.783764 0.02 -0.08 0.05
```
Forces are in eV/Å.

Properties
energy above the lowest of the compared OMol25 structures with the same formula, charge and spin = 0.041 eV
HOMO-LUMO gap = 0.336 Eh
LUMO energy = 0.58 eV
HOMO = -8.57 eV
charge = 0


3.
C17H20AgCl2N2S2 | ωB97M-V/def2-TZVPD

```
44
Properties=species:S:1:pos:R:3:forces:R:3
Ag 0.052470 -0.726020 1.751186 -0.63 -0.22 -0.52
C 0.826170 -1.391520 -1.700514 -0.05 -0.15 -0.01
N 0.583970 -0.291620 -0.793014 0.29 0.16 -0.27
C -0.236430 0.744880 -1.392414 -0.25 0.29 0.06
C -0.871730 1.643480 -0.332114 0.18 -0.07 -0.19
N -1.699430 0.852880 0.564186 -0.34 0.31 -0.21
C -2.204830 1.639780 1.676686 0.10 0.08 0.17
C -2.761930 0.173080 -0.127614 0.03 -0.37 0.04
C -3.703530 0.886480 -0.852014 -0.07 0.14 -0.04
C -4.721830 0.250280 -1.537414 -0.13 0.14 -0.11
C -4.789330 -1.135620 -1.510614 -0.14 0.03 -0.13
C -3.868930 -1.857720 -0.788814 -0.05 0.03 -0.02
C -2.846630 -1.228920 -0.062214 0.01 0.11 -0.01
S -1.798330 -2.242120 0.858986 0.57 -0.44 0.60
C 1.764270 0.240980 -0.166914 -0.26 -0.10 0.42
C 2.835070 0.730480 -0.904114 0.03 -0.01 -0.07
C 3.915370 1.301180 -0.254614 0.09 0.03 -0.20
C 3.919970 1.373780 1.127986 -0.01 -0.02 0.02
C 2.866870 0.850080 1.862786 -0.15 -0.03 0.23
C 1.767070 0.270180 1.232086 0.42 0.29 0.04
S 0.638270 -0.168220 3.840886 0.08 0.16 0.17
H 1.249570 -1.082220 -2.669114 0.03 0.03 0.00
H -0.121230 -1.903420 -1.875914 0.02 -0.05 -0.02
H 1.509570 -2.092020 -1.225614 0.03 -0.12 -0.01
H -1.037730 0.248880 -1.949814 0.11 0.05 -0.01
H 0.337470 1.371680 -2.102214 -0.07 -0.10 0.07
H -1.441930 2.446180 -0.838814 0.10 -0.09 0.08
H -0.088130 2.120380 0.267586 -0.08 0.00 -0.04
H -2.767630 2.526480 1.344286 -0.02 0.00 0.00
H -1.364630 1.958880 2.299486 -0.08 -0.01 0.03
H -2.863930 1.011180 2.274686 0.06 0.03 0.07
H -3.644030 1.967780 -0.879514 0.02 0.07 0.02
H -5.455730 0.828780 -2.081614 -0.03 0.03 -0.06
H -5.567130 -1.651220 -2.058114 -0.07 -0.04 -0.03
H -3.920130 -2.937820 -0.758014 0.00 -0.03 0.02
H 2.818670 0.661080 -1.984714 -0.03 0.03 -0.06
H 4.742670 1.691980 -0.830714 0.08 0.03 -0.03
H 4.749070 1.838880 1.643586 0.08 0.01 0.05
H 2.887370 0.889480 2.941286 -0.01 0.00 0.04
Cl 4.901470 -3.494220 0.287986 0.25 -0.35 -0.29
C 4.111170 -2.218120 1.206686 -0.40 0.22 0.32
Cl 2.646070 -2.800720 2.031786 0.51 -0.04 -0.18
H 3.832770 -1.428820 0.509686 -0.01 -0.08 0.19
H 4.819770 -1.868820 1.954686 -0.21 0.02 -0.08
```
Forces are in eV/Å.

Properties
energy above the lowest of the compared OMol25 structures with the same formula, charge and spin = 3.040 eV
HOMO-LUMO gap (alpha / beta) = 0.235 / 0.235 Eh
LUMO energy (alpha / beta) = 2.49 / 2.49 eV
HOMO (alpha / beta) = -3.90 / -3.90 eV
charge = -1


4.
C17H20Br2MnN2O2S2 | ωB97M-V/def2-TZVPD

```
46
Properties=species:S:1:pos:R:3:forces:R:3
Mn -1.243825 0.263953 -0.535571 1.83 1.06 0.48
C -2.791953 -0.645530 -4.384946 0.04 0.02 -0.05
C -1.946735 -0.891387 -3.158035 -0.09 -0.12 -0.08
O -1.480401 0.139151 -2.603417 -0.17 0.09 0.37
C -1.664428 -2.192588 -2.751769 -0.12 0.03 -0.02
C -0.681096 -2.425572 -1.773857 -0.08 -0.08 -0.04
C -0.062443 -3.793462 -1.673002 0.03 0.01 0.02
N -0.275875 -1.467015 -0.982377 -0.18 -0.11 -0.01
N 0.833335 -1.784333 -0.223134 0.16 0.02 0.05
C 1.036035 -0.827107 0.619090 0.31 -0.10 0.23
O 0.330429 0.236786 0.715752 -0.68 -0.12 -0.34
C 2.180003 -0.961884 1.564716 0.00 0.03 0.04
C 2.400311 0.037063 2.507902 -0.02 0.02 -0.01
C 3.456930 -0.062268 3.402642 0.01 0.00 0.01
C 4.304686 -1.160643 3.365465 0.00 -0.01 -0.01
C 4.085539 -2.162946 2.425784 0.00 0.01 0.01
C 3.030673 -2.064803 1.532790 -0.01 0.00 -0.01
H -3.435495 0.208963 -4.178004 -0.02 -0.03 0.03
H -3.395156 -1.517576 -4.640733 0.02 -0.02 0.00
H -2.140725 -0.403874 -5.229820 0.01 0.02 0.00
H -2.070031 -3.031188 -3.300690 0.00 0.02 -0.03
H -0.593827 -4.487963 -2.323858 0.00 -0.01 0.00
H -0.095790 -4.141119 -0.640113 0.00 0.00 0.01
H 0.989211 -3.759422 -1.962596 0.00 0.01 0.00
H 1.720949 0.880176 2.517425 0.01 0.00 0.00
H 3.617176 0.720980 4.134707 0.00 0.00 0.00
H 5.129197 -1.239520 4.065127 0.00 0.00 0.00
H 4.740796 -3.026287 2.393279 0.00 0.00 0.00
H 2.838638 -2.834884 0.797602 0.00 0.00 0.00
C 0.657839 4.570301 -0.189568 -0.06 -0.03 -0.15
C -0.155538 3.297546 -0.101177 0.51 0.35 -0.32
S -0.089649 2.180338 -1.376625 -0.27 -0.38 -0.46
C -0.955516 3.085897 0.965033 0.00 0.10 0.71
C -1.028014 4.111248 2.074377 0.03 -0.23 0.14
S -1.949650 1.712530 1.066231 -0.47 -0.46 -0.26
H 1.231277 4.584571 -1.116143 0.00 0.02 0.02
H 1.358065 4.652009 0.648964 0.01 -0.01 -0.02
H 0.018478 5.461507 -0.163638 0.03 -0.03 -0.01
H -1.343190 5.087232 1.693495 -0.04 0.01 -0.01
H -0.051923 4.252646 2.556714 -0.06 0.00 0.00
H -1.740935 3.793002 2.835690 0.01 0.04 -0.01
Br -4.139926 1.052530 -1.385126 -0.56 -0.05 -0.19
C -2.541545 -1.006209 0.387009 -0.16 -0.26 0.02
Br -1.786421 -2.177133 1.847604 -0.01 0.08 -0.06
H -2.930970 -1.732132 -0.324087 0.00 0.02 -0.01
H -3.368511 -0.531587 0.900891 -0.02 0.10 -0.05
```
Forces are in eV/Å.

Properties
HOMO-LUMO gap (alpha / beta) = 0.188 / 0.186 Eh
LUMO energy (alpha / beta) = 4.72 / 4.71 eV
HOMO (alpha / beta) = -0.39 / -0.34 eV
charge = -2
2S+1 = 2


Energy? In order: -68503.3321 -32311.2356 -71648.1028 -218104.6988 eV.